Density functional theory data (the ωB97M-V functional and the def2-TZVPD basis) for a molecular structure, C38H50F5KN8O2.

## Properties
Gap between HOMO and LUMO = 6.6 eV
Molecular weight = 784.96 Da

The geometry in XYZ format:
```
104
C38H50F5KN8O2 (the ωB97M-V functional and the def2-TZVPD basis)
K -0.534 1.071 1.915
N -2.460 0.272 3.717
C -2.779 -1.172 3.712
C -1.482 -1.923 3.907
N -0.444 -1.745 2.843
C -1.058 -1.932 1.508
C -0.065 -2.083 0.409
N -0.817 -1.914 -0.840
C 0.645 -2.655 3.088
C 2.053 -2.280 2.603
N 2.322 -0.850 2.737
H -3.330 0.766 3.600
H -2.158 0.460 4.672
H -3.432 -1.552 4.518
H -3.250 -1.477 2.778
H -1.045 -1.570 4.873
H -1.690 -2.997 4.004
H -1.689 -2.878 1.561
H -1.785 -1.124 1.265
H 0.637 -1.272 0.518
H 0.416 -3.039 0.422
H -0.179 -2.015 -1.658
H -1.139 -0.961 -0.894
H 0.644 -2.851 4.175
H 0.461 -3.647 2.622
H 2.799 -2.826 3.197
H 2.246 -2.619 1.575
H 1.606 -0.290 3.233
H 3.160 -0.604 3.203
C 4.246 2.298 1.394
N 4.051 1.654 0.126
C 3.556 2.485 -0.974
C 4.740 0.543 -0.174
N 5.274 -0.423 -0.521
H 3.267 2.403 1.875
H 4.715 3.253 1.318
H 4.806 1.646 2.053
H 2.782 3.102 -0.564
H 3.175 1.819 -1.745
H 4.288 3.135 -1.390
F 1.475 1.942 4.325
C 1.443 3.237 3.716
C 0.809 3.410 2.554
C 0.903 4.642 1.952
F 0.279 4.937 0.732
C 1.580 5.663 2.504
F 1.657 6.901 1.928
C 2.263 5.453 3.728
F 3.010 6.454 4.273
C 2.137 4.240 4.377
F 2.783 4.021 5.546
C -3.281 -0.436 -2.174
N -4.571 -0.165 -1.524
C -5.724 -0.718 -2.240
C -4.476 -0.564 -0.041
C -4.252 0.778 0.715
C -5.111 1.124 1.789
C -4.964 2.375 2.341
C -3.981 3.277 1.856
C -3.124 2.896 0.787
C -3.282 1.643 0.132
H -3.306 -0.112 -3.217
H -3.075 -1.521 -2.168
H -2.582 0.151 -1.602
H -4.493 0.835 -1.441
H -5.646 -1.789 -2.170
H -5.739 -0.382 -3.307
H -6.663 -0.408 -1.815
H -3.695 -1.339 0.011
H -5.454 -0.953 0.297
H -5.755 0.367 2.252
H -5.670 2.683 3.131
H -3.877 4.234 2.357
H -2.376 3.615 0.541
C 0.298 -4.074 -3.553
O 1.155 -3.086 -3.031
C 2.444 -3.031 -3.530
C 2.924 -3.876 -4.537
C 4.255 -3.752 -4.933
C 5.092 -2.784 -4.328
C 4.529 -1.969 -3.367
C 3.218 -2.071 -2.928
N 2.803 -1.353 -1.787
C 1.809 -0.496 -1.643
C 0.870 0.104 -2.475
C 0.692 -0.111 -3.854
C -0.158 0.621 -4.602
C -0.922 1.666 -3.950
C -0.798 1.949 -2.606
C 0.087 1.151 -1.779
O 0.193 1.347 -0.541
H -0.594 -4.085 -2.903
H 0.691 -5.085 -3.540
H -0.016 -3.821 -4.552
H 2.324 -4.630 -4.968
H 4.712 -4.390 -5.670
H 6.135 -2.671 -4.620
H 5.144 -1.218 -2.851
H 3.434 -1.409 -1.017
H 1.737 -0.073 -0.644
H 1.251 -0.926 -4.290
H -0.174 0.385 -5.687
H -1.616 2.236 -4.589
H -1.315 2.750 -2.031
```

Density functional theory data (the ωB97M-V functional and the def2-TZVPD basis) for a molecular structure, C38H50NP3Se2Ti.

## Properties
Gap between HOMO and LUMO (alpha / beta) = 7.4 / 6.0 eV
2S+1 = 3
<S²> = 2.010
Relative energy (zero: lowest compared OMol25 entry of this formula, charge and spin) = 0.0 kcal/mol
Molecular weight = 819.53 Da

The geometry in XYZ format:
```
95
C38H50NP3Se2Ti (the ωB97M-V functional and the def2-TZVPD basis)
Ti -0.165 0.083 -0.003
C -1.444 0.810 3.765
C 0.032 0.444 3.891
C 0.282 -0.117 5.289
P 0.575 -0.546 2.408
C 0.459 -2.385 2.704
C 1.123 -2.986 3.940
C 1.053 -3.068 1.466
C 2.352 -0.264 2.210
C 3.287 -0.483 3.222
C 4.655 -0.418 2.999
C 5.647 -0.662 4.104
C 5.072 -0.160 1.695
C 4.171 0.084 0.679
C 2.784 0.090 0.911
N 1.865 0.381 -0.089
C 2.303 1.195 -1.145
C 3.150 2.295 -0.964
C 3.521 3.092 -2.030
C 3.064 2.848 -3.325
C 3.460 3.737 -4.472
C 2.192 1.783 -3.503
C 1.803 0.972 -2.440
P 0.500 -0.279 -2.527
C 1.344 -1.859 -3.017
C 2.481 -2.171 -2.042
C 1.872 -1.830 -4.449
C -0.562 0.168 -3.961
C -1.610 -0.929 -4.161
C -1.227 1.518 -3.711
H -1.723 1.504 4.562
H -2.080 -0.074 3.855
H -1.648 1.290 2.812
H 0.622 1.357 3.763
H -0.351 -0.986 5.474
H 0.004 0.643 6.023
H 1.317 -0.396 5.476
H -0.618 -2.581 2.725
H 2.191 -2.763 3.950
H 1.021 -4.073 3.896
H 0.691 -2.654 4.878
H 2.129 -2.882 1.413
H 0.595 -2.724 0.539
H 0.901 -4.147 1.526
H 2.941 -0.709 4.223
H 5.171 -0.583 5.082
H 6.464 0.059 4.070
H 6.088 -1.659 4.029
H 6.133 -0.145 1.468
H 4.546 0.292 -0.315
H 3.521 2.526 0.027
H 4.175 3.938 -1.848
H 4.500 4.051 -4.390
H 2.845 4.640 -4.497
H 3.336 3.226 -5.428
H 1.793 1.592 -4.493
H 0.578 -2.634 -2.920
H 3.271 -1.421 -2.126
H 2.912 -3.145 -2.282
H 2.149 -2.182 -1.004
H 2.581 -1.008 -4.578
H 1.078 -1.716 -5.189
H 2.401 -2.760 -4.669
H 0.063 0.230 -4.857
H -2.189 -1.080 -3.247
H -1.160 -1.885 -4.434
H -2.300 -0.639 -4.956
H -1.829 1.483 -2.804
H -1.888 1.766 -4.545
H -0.499 2.321 -3.592
Se -1.983 -1.942 -0.182
P -2.840 0.038 0.137
Se -0.843 2.392 0.299
C -3.935 0.498 -1.237
C -4.582 -0.459 -2.011
C -5.424 -0.068 -3.040
C -5.629 1.280 -3.298
C -4.986 2.240 -2.529
C -4.135 1.854 -1.505
C -3.953 0.059 1.572
C -4.428 1.293 2.010
C -5.258 1.365 3.117
C -5.612 0.207 3.797
C -5.141 -1.023 3.361
C -4.313 -1.100 2.251
H -4.412 -1.510 -1.808
H -5.923 -0.816 -3.644
H -6.287 1.581 -4.104
H -5.132 3.292 -2.738
H -3.597 2.599 -0.932
H -4.131 2.201 1.497
H -5.620 2.327 3.456
H -6.254 0.264 4.667
H -5.420 -1.929 3.886
H -3.936 -2.057 1.911
```